Entry 1:
8
Properties=species:S:1:pos:R:3 method="wB97M-V/def2-TZVPD" mol_weight_g_mol=93.11 max_force_ev_per_a=3.885 multiplicity=1 energy_ev=-17398.471 total_charge=0 gap_ha=0.3631 smiles="NSNN=O" homo_ha=-0.3559
N 1.83672 -0.46614 -0.10002
S 0.93639 0.90400 -0.42938
N -0.72905 0.56334 0.19458
N -1.52934 -0.20526 -0.53459
O -2.77465 -0.13119 -0.33026
H 1.91926 -0.75151 0.86011
H 1.48153 -1.23396 -0.52190
H -1.14086 1.32073 0.86146


Entry 2:
9
Properties=species:S:1:pos:R:3 method="wB97M-V/def2-TZVPD" mol_weight_g_mol=91.05 max_force_ev_per_a=4.287 multiplicity=1 energy_ev=-10099.346 total_charge=-1 gap_ha=0.2610 smiles="N[N-][N+](=O)[N-]O" homo_ha=-0.0834
N -1.23581 -0.93690 0.27526
N 0.11620 -1.30085 -0.02136
N 1.03673 -0.46428 0.10542
O 0.73114 0.85912 0.23057
N 2.22074 -0.88208 -0.04693
O 3.12381 0.16660 -0.04081
H -1.23081 -0.01446 0.58512
H -1.68506 -0.98833 -0.55848
H 2.56498 0.87115 0.29738


Entry 3:
9
Properties=species:S:1:pos:R:3 method="wB97M-V/def2-TZVPD" mol_weight_g_mol=91.05 max_force_ev_per_a=2.361 multiplicity=1 energy_ev=-10098.465 total_charge=-1 gap_ha="0.3450 / 0.3191" homo_ha="-0.1645 / -0.1494"
N 0.84549 1.05018 0.60035
N -1.34766 -0.32406 -0.92039
N -0.64324 0.81420 -1.19741
N 1.14299 -0.03977 1.10087
O 0.56411 -1.18010 0.72703
O 1.97576 -0.10203 2.06045
H -0.68708 -0.88703 -0.41448
H -2.00724 -0.04919 -0.14020
H 0.15687 0.71781 -1.81621


Entry 4:
9
Properties=species:S:1:pos:R:3 method="wB97M-V/def2-TZVPD" s2=2.018 mol_weight_g_mol=87.07 max_force_ev_per_a=9.919 multiplicity=3 energy_ev=-8973.099 total_charge=+1 gap_ha="0.2936 / 0.2868" homo_ha="-0.4390 / -0.6061"
N 2.38876 0.48576 -0.00596
N 1.44646 1.23669 0.00422
N 0.73837 -0.89918 -0.05460
N 2.04796 -0.72775 0.01520
N 0.16459 0.20446 -0.00643
N -1.08983 0.62906 -0.04144
H 2.62382 -1.60465 0.01082
H -1.37692 1.65843 -0.11251
H -1.81061 -0.22736 -0.07655


Entry 5:
5
Properties=species:S:1:pos:R:3 method="wB97M-V/def2-TZVPD" mol_weight_g_mol=33.03 max_force_ev_per_a=4.443 multiplicity=1 energy_ev=-3583.321 total_charge=0 gap_ha=0.3702 smiles=NO homo_ha=-0.3381
N -0.18547 0.56334 -0.22944
O -0.52888 -0.62643 0.43260
H 0.32699 1.16692 0.53210
H 0.20107 0.37511 -1.23311
H 0.18629 -1.47893 0.49785


Entry 6:
7
Properties=species:S:1:pos:R:3 method="wB97M-V/def2-TZVPD" mol_weight_g_mol=81.10 max_force_ev_per_a=3.526 multiplicity=1 energy_ev=-16465.872 total_charge=0 gap_ha=0.3591 homo_ha=-0.3911
N -0.62846 0.04370 -0.75593
O 1.39783 -1.24290 0.27116
O 1.42464 1.15015 -0.08967
S 0.68373 -0.01861 0.22426
H -1.31894 0.61162 -0.27603
H -1.09309 -0.74706 -1.17796
H -0.46571 0.20310 1.80417


Entry 7:
8
Properties=species:S:1:pos:R:3 method="wB97M-V/def2-TZVPD" mol_weight_g_mol=96.00 max_force_ev_per_a=3.007 multiplicity=1 energy_ev=-16970.537 total_charge=-1 gap_ha=0.2988 smiles=[O-]P(O)NO homo_ha=-0.1298
O -1.06502 -1.73351 0.36763
P -1.11574 -0.32087 0.85005
O -1.69932 0.66265 -0.48505
N 0.67845 0.17332 0.69898
O 1.35070 -0.43228 -0.60770
H -1.25690 1.48873 -0.47154
H 0.86418 -0.60138 1.50418
H 0.75846 -1.19873 -0.69620


Entry 8:
6
Properties=species:S:1:pos:R:3 method="wB97M-V/def2-TZVPD" mol_weight_g_mol=64.00 max_force_ev_per_a=3.552 multiplicity=1 energy_ev=-12871.732 total_charge=-1 gap_ha=0.2778 homo_ha=-0.0832
N 0.19674 1.02353 0.03105
O 1.50479 -0.07582 -0.10158
P -0.23591 -0.58953 0.15474
H 0.59895 1.09636 0.99144
H -0.36354 -1.02643 -1.09576
H -1.70103 -0.42812 0.02011


Entry 9:
7
Properties=species:S:1:pos:R:3 method="wB97M-V/def2-TZVPD" mol_weight_g_mol=94.98 max_force_ev_per_a=4.257 multiplicity=1 energy_ev=-22159.185 total_charge=0 gap_ha="0.2936 / 0.2936" smiles="O=N[PH]#[PH2]" homo_ha="-0.3176 / -0.3176"
O -2.71115 -0.48068 -0.44515
N -1.54841 -0.52763 -0.19303
P -0.40900 0.43935 0.37552
P 1.13012 -0.85447 -0.11630
H 0.06372 1.91094 -0.07312
H 1.79923 0.26681 -0.71111
H 1.67549 -0.75433 1.16319


Entry 10:
7
Properties=species:S:1:pos:R:3 method="wB97M-V/def2-TZVPD" mol_weight_g_mol=93.18 max_force_ev_per_a=2.717 multiplicity=1 energy_ev=-22297.082 total_charge=0 gap_ha=0.3509 homo_ha=-0.3879
N -1.12919 1.45946 -0.40862
O -0.83860 -1.01769 0.20202
Si 0.67354 -0.38380 0.07535
S -1.94447 0.35758 0.03219
H 1.72093 -1.29339 0.58222
H 0.66100 0.71887 0.89874
H 0.85678 0.15897 -1.38190


Entry 11:
6
Properties=species:S:1:pos:R:3 method="wB97M-V/def2-TZVPD" mol_weight_g_mol=61.12 max_force_ev_per_a=2.083 multiplicity=1 energy_ev=-11464.509 total_charge=0 gap_ha=0.4024 smiles="N[SiH]=O" homo_ha=-0.3830
N 0.51771 0.79716 -0.02956
Si -0.34175 -0.62954 -0.24164
O -0.03456 -1.90677 -1.01868
H -0.03647 1.31998 0.57881
H 1.46714 0.97110 0.08143
H -1.57208 -0.55193 0.62965


Entry 12:
6
Properties=species:S:1:pos:R:3 method="wB97M-V/def2-TZVPD" mol_weight_g_mol=78.98 max_force_ev_per_a=3.661 multiplicity=1 energy_ev=-20113.938 total_charge=0 gap_ha=0.3116 smiles="[H]/P=N/P" homo_ha=-0.3341
H 0.96206 0.77468 2.05142
P -0.03164 0.09831 1.55896
N 0.54921 0.22941 0.05663
P 0.00512 -0.70312 -1.23420
H -0.31700 0.55265 -1.79301
H -1.16775 -0.95193 -0.63980


Entry 13:
6
Properties=species:S:1:pos:R:3 method="wB97M-V/def2-TZVPD" mol_weight_g_mol=81.16 max_force_ev_per_a=3.138 multiplicity=1 energy_ev=-23207.506 total_charge=0 gap_ha=0.3368 smiles=SNS homo_ha=-0.3302
S -0.70207 0.94069 1.07324
N -0.49209 -0.17909 -0.33183
S 1.10696 -0.38526 -0.95781
H -0.37564 -0.06541 1.96269
H -0.59506 -1.12270 0.08130
H 1.05790 0.81178 -1.82759


Entry 14:
5
Properties=species:S:1:pos:R:3 method="wB97M-V/def2-TZVPD" mol_weight_g_mol=42.01 max_force_ev_per_a=0.671 multiplicity=1 energy_ev=-6511.001 total_charge=0 gap_ha=0.2203 homo_ha=-0.2386
O -0.59576 -0.32121 0.74378
H -0.83711 -1.07322 1.29295
H -1.32641 0.30914 0.79857
Na 1.09106 -0.24981 -0.81875
H 1.66823 1.33509 -2.01655


Entry 15:
5
Properties=species:S:1:pos:R:3 method="wB97M-V/def2-TZVPD" mol_weight_g_mol=35.02 max_force_ev_per_a=2.023 multiplicity=1 energy_ev=-4143.644 total_charge=-1 gap_ha=0.3329 homo_ha=-0.1233
O -0.98962 0.40072 -0.77780
H -0.53309 1.23581 -0.84377
O 0.76996 -0.37489 0.93310
H 0.94600 -1.20268 0.42222
H -0.19325 -0.05898 0.26625


Entry 16:
5
Properties=species:S:1:pos:R:3 method="wB97M-V/def2-TZVPD" mol_weight_g_mol=35.02 max_force_ev_per_a=1.907 multiplicity=1 energy_ev=-4143.016 total_charge=-1 gap_ha=0.2813 homo_ha=-0.0854
O 1.26644 0.94427 0.93122
H 1.03515 0.86383 -0.01765
H 0.36057 0.62580 1.11412
O -1.08281 -1.36316 -0.62354
H -1.57934 -1.07074 -1.40415


Entry 17:
7
Properties=species:S:1:pos:R:3 method="wB97M-V/def2-TZVPD" mol_weight_g_mol=98.06 max_force_ev_per_a=4.227 multiplicity=1 energy_ev=-24265.919 total_charge=0 gap_ha="0.2876 / 0.2880" homo_ha="-0.3441 / -0.3445"
O -0.16491 -1.44376 0.61904
O 1.58583 0.38606 -0.81920
P -0.71565 -0.79132 -0.75001
S -1.91611 0.79191 0.05287
H 0.70771 -1.02870 0.78828
H 1.68900 1.26930 -1.10314
H -1.18586 0.81651 1.21215


Entry 18:
7
Properties=species:S:1:pos:R:3 method="wB97M-V/def2-TZVPD" mol_weight_g_mol=98.06 max_force_ev_per_a=4.327 multiplicity=1 energy_ev=-24267.931 total_charge=0 gap_ha=0.3619 homo_ha=-0.3541
O -0.37183 1.28824 0.59420
O -0.24291 -1.05911 0.49178
P 0.41673 0.12914 -0.32390
S 2.34885 0.43267 -0.40750
H -1.29865 1.15727 0.91138
H -0.07825 -1.92672 0.33960
H -0.77393 -0.02149 -1.60557


Entry 19:
7
Properties=species:S:1:pos:R:3 method="wB97M-V/def2-TZVPD" mol_weight_g_mol=98.06 max_force_ev_per_a=3.556 multiplicity=1 energy_ev=-24266.521 total_charge=0 gap_ha=0.3346 smiles=OPOS homo_ha=-0.3187
O -1.06566 -0.73253 -1.48960
P -0.66500 -0.79312 0.09394
O 0.52775 0.68022 -0.03644
S 1.68202 0.88491 1.11232
H -1.99751 -0.32529 -1.58658
H 0.55961 -1.61879 0.08350
H 0.95879 1.90461 1.82287


Entry 20:
10
Properties=species:S:1:pos:R:3 method="wB97M-V/def2-TZVPD" mol_weight_g_mol=194.26 max_force_ev_per_a=3.653 multiplicity=1 energy_ev=-56772.888 total_charge=0 gap_ha=0.3084 smiles="O=[SH]#S#P(O)SS" homo_ha=-0.3179
O 2.37853 0.89420 -0.64391
S 2.30948 -0.04026 0.42311
S 0.64370 -1.46789 -0.02782
P -0.58098 0.30303 0.06251
O -0.34454 0.85543 -1.42487
S -2.48331 -0.68629 -0.52085
S -3.79272 0.30347 0.71802
H 3.22865 -1.01808 0.00284
H -0.09923 1.76710 -1.41985
H -4.54819 -0.79302 0.99249